1.
Molecular formula: C6H13Cl2NO
Method: DFT, the ωB97M-V functional and the def2-TZVPD basis

Calculated values
E_tot: -1286.7312 a.u.
largest force on an atom: 4.2 eV/A
SMILES: CCN(CC)C(Cl)(Cl)CO
ΔE to the lowest compared entry with this formula, charge and spin: 0.00 kcal per mole
LUMO level: 0.620 eV

Geometry as ORCA input:
```
! RIJCOSX wB97M-V def2-TZVPD def2/J DEFGRID3
* xyz 0 1
C -1.03861 1.89743 0.27968
C -0.75088 0.55691 -0.41932
N 0.25379 -0.34184 0.08322
C -0.23245 -1.30758 1.08375
C -0.59981 -2.68264 0.48462
C 1.64618 -0.01248 -0.00836
Cl 2.59275 -1.56092 -0.18915
Cl 2.32911 0.59832 1.65937
C 2.05340 0.99670 -0.99947
O 3.45596 1.15156 -1.13195
H -0.16497 2.41348 0.50704
H -1.60431 2.52114 -0.34631
H -1.47540 1.69023 1.29877
H -1.70032 0.01261 -0.27102
H -0.31121 0.91205 -1.39156
H -0.95207 -0.78139 1.63042
H 0.50059 -1.51993 1.81910
H 0.25105 -3.16242 0.12303
H -1.12280 -3.17597 1.28678
H -1.18012 -2.49505 -0.53994
H 1.47523 0.83618 -1.92868
H 1.72033 1.96218 -0.64667
H 3.62596 0.68163 -1.92983
*
```

2.
Molecular formula: C6H13ClN
Method: DFT, the ωB97M-V functional and the def2-TZVPD basis

Calculated values
E_tot: -751.0199 a.u.
largest force on an atom: 3.0 eV/A
ΔE to the lowest compared entry with this formula, charge and spin: 34.00 kcal per mole
LUMO level: -4.642 eV

Geometry as ORCA input:
```
! RIJCOSX wB97M-V def2-TZVPD def2/J DEFGRID3
* xyz 1 1
C -3.84619 -0.15749 -0.10323
C -3.30362 1.26589 -0.05060
C -2.33871 0.13668 -0.22542
C 3.22747 -1.61570 -0.09850
C 3.06206 -0.11234 0.03501
C 1.67556 0.30375 -0.21368
N 0.93195 1.16899 0.42474
Cl -1.28971 -0.25699 1.17588
H -4.07035 -0.54910 0.83601
H -4.40720 -0.59710 -0.94930
H -3.40246 1.93817 -0.93962
H -3.45205 1.77754 0.87950
H 2.92466 -2.00183 0.83962
H 4.21316 -2.24229 -0.34288
H 2.60048 -1.89731 -0.96432
H 3.33392 0.22351 1.02996
H 3.78532 0.37153 -0.64794
H 1.19370 -0.18917 -1.06995
H 1.27289 1.45213 1.37583
H -2.00772 -0.32707 -1.09919
H -0.10318 1.30818 0.10809
*
```

3.
Molecular formula: C6H13ClN5S
Method: DFT, the ωB97M-V functional and the def2-TZVPD basis

Calculated values
⟨S²⟩: 2.03
E_tot: -1368.0987 a.u.
largest force on an atom: 5.3 eV/A
LUMO level (alpha / beta): -3.327 / -8.026 eV

Geometry as ORCA input:
```
! RIJCOSX wB97M-V def2-TZVPD def2/J DEFGRID3
* xyz 1 3
C 1.87730 1.39111 -0.13102
C 0.93056 1.83905 1.84720
C -0.46252 0.84574 0.08405
C 2.94755 1.50450 -1.15462
C 0.47087 -1.39589 0.84610
C -2.68802 -2.05130 -0.62044
N 2.02947 1.71944 1.13871
N -0.24485 1.69805 1.28529
N 0.68739 1.14861 -0.74110
N -1.42387 1.94004 1.91639
N -0.62076 -0.53407 0.42088
S -2.23751 -0.94967 0.75591
Cl 1.18822 2.50803 3.43057
H -1.39299 1.19635 -0.21532
H 3.74920 0.79300 -0.81746
H 3.58377 2.43915 -1.02839
H 2.73485 1.38572 -2.16785
H -0.10676 -2.30848 0.94855
H 1.15816 -1.30612 0.08111
H 0.87800 -0.90559 1.77777
H -3.40635 -2.62976 -0.23725
H -1.84749 -2.53616 -1.09356
H -2.96562 -1.47930 -1.47432
H 0.85785 1.09156 -1.72736
H -1.65133 2.77820 2.41696
H -2.27352 1.66766 1.45241
*
```

4.
Molecular formula: C6H13FI2NO
Method: DFT, the ωB97M-V functional and the def2-TZVPD basis

Calculated values
E_tot: -1061.3079 a.u.
largest force on an atom: 4.9 eV/A
ΔE to the lowest compared entry with this formula, charge and spin: 0.00 kcal per mole
LUMO level: -3.544 eV

Geometry as ORCA input:
```
! RIJCOSX wB97M-V def2-TZVPD def2/J DEFGRID3
* xyz 1 1
C 0.55571 0.73260 1.65163
C -2.36031 -0.76949 -1.73472
C 3.25293 0.19709 0.61104
C -0.11497 -0.37397 -0.75363
C 0.84129 0.50654 0.13889
C 0.68490 2.29096 -0.60961
N -1.48186 0.25552 -1.17153
O 2.04907 -0.01313 -0.18080
F -0.63006 2.60560 -0.37583
I 1.07136 2.13058 -2.70903
I 2.21935 3.60177 0.26751
H 1.21275 1.46468 2.14931
H -0.43601 1.23826 1.89243
H 0.30425 -0.16669 2.20882
H -3.02031 -0.21618 -2.30750
H -1.76540 -1.46276 -2.33766
H -2.90390 -1.40974 -1.07217
H 3.31576 1.08646 1.23824
H 4.01048 0.23307 -0.28826
H 3.50663 -0.61003 1.16588
H -0.25153 -1.18812 -0.03150
H 0.50182 -0.73357 -1.63834
H -1.26763 0.92702 -1.91863
H -1.90378 0.82524 -0.50184
*
```

5.
Molecular formula: C6H13FNO5P
Method: DFT, the ωB97M-V functional and the def2-TZVPD basis

Calculated values
⟨S²⟩: 2.01
E_tot: -1108.3628 a.u.
largest force on an atom: 7.1 eV/A
LUMO level (alpha / beta): 0.807 / -3.638 eV

Geometry as ORCA input:
```
! RIJCOSX wB97M-V def2-TZVPD def2/J DEFGRID3
* xyz 0 3
C -1.44448 -2.73735 -0.11934
C -2.82667 1.03348 -0.20047
C 2.35200 2.16059 0.26312
C -0.12879 -2.43766 0.53384
C -1.63225 1.95138 -0.12652
C 2.04776 0.54793 0.35307
N 2.84679 -0.28668 -0.52675
O 2.64725 -1.48714 -0.49481
O 3.72548 0.28907 -1.13632
O 0.09521 -0.16177 -1.47991
O 0.01105 -1.10122 0.95409
O -0.56372 1.26583 0.57893
F 2.40222 0.21691 1.62069
P 0.26006 0.07900 -0.08680
H -2.19954 -2.35401 0.42487
H -1.42329 -2.32459 -1.05044
H -1.74277 -3.69481 -0.32085
H -2.31439 0.12342 -0.45248
H -3.27409 1.09954 0.68592
H -3.43961 1.39676 -0.96834
H 2.23785 2.57839 1.26866
H 1.87955 2.49568 -0.64369
H 3.40214 2.12684 0.22309
H 0.64286 -2.64115 -0.16189
H -0.27915 -3.11301 1.49831
H -1.93585 2.76481 0.42317
H -1.34559 2.20979 -1.05916
*
```